## P
A cluster of 9 separate species, C21H60O9 in total, computed with ωB97M-V/def2-TZVPD.

```
90
Properties=species:S:1:pos:R:3:lowdin_charge:R:1
C 6.264 -19.937 -4.362 -0.043
C 6.694 -20.188 -5.864 -0.546
C 5.462 -20.477 -6.710 -0.057
O 7.497 -19.258 -6.439 -0.035
H 5.791 -20.886 -4.025 0.085
H 5.569 -19.089 -4.343 0.073
H 7.143 -19.837 -3.756 0.059
H 7.366 -21.032 -5.783 0.127
H 5.639 -20.592 -7.793 0.083
H 4.753 -19.617 -6.554 0.090
H 4.945 -21.363 -6.301 0.078
H 6.968 -18.466 -6.541 0.053
C 6.303 -12.962 -3.929 -0.022
C 6.255 -13.444 -5.401 -0.457
C 6.993 -12.616 -6.453 -0.025
O 6.731 -14.753 -5.463 -0.113
H 7.329 -12.764 -3.674 0.062
H 5.896 -13.722 -3.291 0.058
H 5.736 -12.032 -3.743 0.090
H 5.208 -13.628 -5.618 0.119
H 6.536 -12.750 -7.446 0.070
H 8.081 -12.860 -6.521 0.085
H 6.955 -11.531 -6.215 0.087
H 7.722 -14.899 -5.538 0.107
C 10.429 -16.702 -5.450 -0.067
C 10.311 -15.561 -4.475 -0.425
C 11.729 -15.058 -4.032 -0.050
O 9.544 -14.421 -5.117 -0.103
H 10.797 -16.304 -6.404 0.085
H 9.424 -17.107 -5.725 0.077
H 11.043 -17.543 -5.057 0.101
H 9.760 -15.925 -3.617 0.120
H 12.247 -15.892 -3.507 0.087
H 11.598 -14.231 -3.309 0.078
H 12.264 -14.841 -4.966 0.084
H 9.579 -13.683 -4.473 0.093
C 8.288 -16.380 -13.218 -0.085
C 9.631 -16.041 -13.776 -0.320
O 10.229 -17.126 -14.487 -0.077
H 7.482 -16.579 -13.941 0.085
H 7.926 -15.459 -12.734 0.081
H 8.281 -17.153 -12.443 0.055
H 10.257 -15.687 -12.968 0.103
H 9.682 -15.231 -14.498 0.113
H 10.859 -16.715 -15.068 0.078
C 2.055 -15.517 -7.845 -0.092
C 3.000 -14.502 -7.279 -0.315
O 4.249 -14.550 -7.961 -0.092
H 2.423 -16.505 -7.630 0.066
H 1.960 -15.409 -8.960 0.097
H 1.048 -15.395 -7.406 0.083
H 3.076 -14.570 -6.193 0.107
H 2.491 -13.511 -7.431 0.127
H 4.719 -15.323 -7.654 0.060
C 5.575 -17.688 -1.181 -0.113
C 6.363 -16.868 -2.088 -0.307
O 5.414 -16.356 -3.110 -0.119
H 6.188 -18.177 -0.487 0.060
H 5.083 -18.534 -1.653 0.078
H 4.816 -17.120 -0.654 0.085
H 7.150 -17.472 -2.572 0.097
H 6.968 -16.057 -1.597 0.119
H 5.862 -15.988 -3.914 0.057
C 7.215 -16.915 -9.640 -0.052
C 7.290 -16.056 -8.394 -0.341
O 6.479 -16.494 -7.357 -0.111
H 7.218 -17.958 -9.256 0.089
H 8.168 -16.797 -10.136 0.046
H 6.382 -16.563 -10.267 0.079
H 7.080 -15.037 -8.632 0.090
H 8.348 -16.085 -8.001 0.121
H 6.432 -15.742 -6.718 0.034
C 11.448 -18.600 -9.889 -0.090
C 10.830 -18.364 -11.309 -0.301
O 11.906 -18.422 -12.270 -0.096
H 12.156 -17.822 -9.572 0.067
H 11.945 -19.555 -9.777 0.060
H 10.620 -18.693 -9.139 0.073
H 10.245 -17.450 -11.369 0.067
H 10.107 -19.262 -11.432 0.135
H 11.464 -18.352 -13.129 0.050
C 6.131 -12.144 -11.065 -0.078
C 4.841 -13.034 -11.376 -0.285
O 4.854 -14.249 -10.601 -0.126
H 6.465 -11.578 -11.958 0.065
H 6.895 -12.798 -10.598 0.068
H 5.745 -11.392 -10.377 0.050
H 4.812 -13.382 -12.422 0.099
H 3.925 -12.417 -11.177 0.111
H 4.455 -14.028 -9.736 0.042
```

Calculated values
LUMO in eV: 0.492
Total charge: 0
HOMO energy in eV: -9.650
Kohn-Sham gap in eV: 10.14



## Q
A cluster of 9 separate species, C21H60O9 in total, computed with ωB97M-V/def2-TZVPD.

```
90
Properties=species:S:1:pos:R:3:lowdin_charge:R:1
C -2.573 -2.608 -2.689 -0.061
C -3.238 -1.486 -3.468 -0.484
C -4.733 -1.385 -3.215 -0.048
O -2.608 -0.240 -3.116 -0.078
H -2.785 -2.448 -1.632 0.068
H -1.493 -2.625 -2.803 0.070
H -3.004 -3.592 -2.901 0.081
H -2.820 -1.600 -4.472 0.138
H -5.215 -2.209 -3.746 0.077
H -4.993 -0.429 -3.663 0.079
H -4.941 -1.473 -2.152 0.076
H -2.699 -0.073 -2.169 0.030
C 2.328 1.803 -2.905 -0.027
C 1.238 2.864 -3.182 -0.486
C 0.901 3.106 -4.658 -0.051
O 0.047 2.472 -2.483 -0.062
H 1.937 0.811 -3.126 0.051
H 2.472 1.923 -1.833 0.055
H 3.254 1.993 -3.437 0.080
H 1.674 3.831 -2.896 0.111
H 0.873 2.183 -5.247 0.075
H 1.636 3.776 -5.096 0.074
H -0.126 3.469 -4.595 0.078
H 0.302 2.465 -1.547 0.042
C -4.513 2.049 -0.454 -0.038
C -3.099 1.762 -0.010 -0.429
C -2.756 1.940 1.469 -0.037
O -2.794 0.363 -0.325 -0.119
H -5.235 1.485 0.122 0.083
H -4.507 1.861 -1.531 0.087
H -4.766 3.106 -0.344 0.085
H -2.366 2.234 -0.667 0.142
H -2.720 3.004 1.711 0.083
H -1.732 1.581 1.599 0.059
H -3.446 1.396 2.111 0.086
H -3.275 -0.217 0.286 0.106
C 2.533 -0.663 3.208 -0.047
C 2.535 0.553 2.344 -0.430
C 3.290 0.469 0.996 -0.021
O 1.149 0.874 1.965 -0.114
H 3.483 -0.794 3.731 0.093
H 2.345 -1.572 2.632 0.075
H 1.776 -0.530 3.986 0.079
H 2.947 1.442 2.826 0.128
H 4.335 0.198 1.148 0.089
H 3.220 1.441 0.517 0.058
H 2.812 -0.268 0.340 0.084
H 0.680 1.001 2.799 0.095
C -1.150 -3.620 4.330 -0.059
C -1.889 -2.423 3.769 -0.495
C -1.118 -1.737 2.628 -0.032
O -3.172 -2.833 3.297 -0.052
H -1.770 -4.053 5.114 0.078
H -0.205 -3.340 4.789 0.080
H -0.944 -4.326 3.525 0.086
H -2.029 -1.715 4.588 0.128
H -0.099 -1.545 2.964 0.055
H -1.599 -0.788 2.432 0.059
H -1.072 -2.431 1.793 0.084
H -3.480 -3.557 3.855 0.081
C 3.434 -5.258 -0.202 -0.056
C 2.775 -4.036 0.381 -0.479
C 1.363 -3.690 -0.011 -0.040
O 2.812 -4.172 1.848 -0.091
H 3.466 -5.235 -1.291 0.085
H 2.795 -6.111 0.045 0.080
H 4.400 -5.320 0.289 0.082
H 3.497 -3.221 0.312 0.131
H 0.718 -4.522 0.256 0.083
H 1.261 -3.364 -1.046 0.073
H 1.033 -2.878 0.635 0.054
H 2.218 -4.909 2.009 0.067
C 2.254 4.553 1.913 -0.055
C 1.264 4.528 0.764 -0.494
C 1.608 5.479 -0.346 -0.042
O 1.236 3.222 0.182 -0.080
H 1.907 4.037 2.816 0.074
H 2.578 5.544 2.229 0.081
H 3.108 3.968 1.552 0.083
H 0.292 4.738 1.216 0.132
H 1.510 6.512 -0.052 0.082
H 0.941 5.224 -1.175 0.078
H 2.626 5.209 -0.643 0.094
H 1.104 2.551 0.877 0.057
O 1.287 -1.485 -2.806 -0.082
H 1.230 -0.937 -3.590 0.018
H 0.741 -1.030 -2.139 -0.007
O 0.072 -0.292 -0.462 -0.049
H -0.870 -0.073 -0.363 0.020
H 0.540 0.093 0.289 0.001
```

Calculated values
LUMO in eV: 0.255
Total charge: 0
HOMO energy in eV: -9.335
Kohn-Sham gap in eV: 9.59



Which structure loses on stability? P does.



## P
A structure of composition C5H6O4, computed with ωB97M-V/def2-TZVPD.

```
15
Properties=species:S:1:pos:R:3:lowdin_charge:R:1
C -0.933 -0.042 -0.215 -0.256
C -1.130 -0.842 1.043 -0.031
C 0.925 -0.457 -0.564 -0.553
C 0.988 0.697 -1.450 -0.012
C 1.871 0.388 0.490 -0.168
O -1.329 1.256 -0.033 0.030
O 1.109 -1.613 -0.969 -0.013
O 0.627 1.360 -2.329 0.262
O 1.614 1.466 0.961 0.071
H -1.425 1.709 -0.881 0.110
H -1.340 -0.508 -1.119 0.152
H 2.566 -0.294 1.016 0.131
H -0.677 -1.827 0.939 0.091
H -0.667 -0.325 1.884 0.094
H -2.200 -0.968 1.226 0.093
```

Calculated values
LUMO in eV: -0.652
Total charge: 0
HOMO energy in eV: -8.802
Kohn-Sham gap in eV: 8.15



## Q
The molecule C5H6O4, computed with ωB97M-V/def2-TZVPD.

```
15
Properties=species:S:1:pos:R:3:lowdin_charge:R:1
C -2.047 -0.511 -0.073 -0.028
C -0.546 -0.554 0.017 -0.216
C 0.091 -1.680 0.183 -0.141
O 0.702 -2.644 0.454 0.176
C 0.220 0.729 0.122 -0.236
O -0.391 1.691 -0.735 -0.021
C 1.788 0.672 -0.226 -0.391
O 2.298 1.614 -0.824 0.100
O 2.580 -0.267 0.326 0.127
H -2.499 -0.971 0.814 0.086
H -2.439 0.507 -0.148 0.086
H -2.391 -1.064 -0.953 0.089
H 0.185 1.116 1.146 0.160
H 0.272 2.397 -0.879 0.104
H 2.177 -1.035 0.775 0.104
```

Calculated values
LUMO in eV: 0.324
Total charge: 0
HOMO energy in eV: -9.318
Kohn-Sham gap in eV: 9.64



Which structure loses on stability? P does.



## P
The molecule C11H9ClO, computed with ωB97M-V/def2-TZVPD.

```
22
Properties=species:S:1:pos:R:3:lowdin_charge:R:1
C -0.323 -0.683 2.754 -0.018
C -1.493 -0.597 1.789 -0.226
C -2.384 -1.890 1.797 -0.427
O -2.986 -2.469 2.667 0.102
C -2.079 -2.190 0.411 -0.555
Cl -2.768 -3.341 -0.584 0.738
C -1.239 -0.887 0.337 -0.035
C -0.541 -0.291 -0.740 -0.159
C -0.175 -0.946 -1.903 -0.011
C 0.559 -0.310 -2.956 -0.071
C 1.052 0.958 -2.770 -0.086
C 0.717 1.686 -1.589 -0.093
C -0.085 1.126 -0.650 -0.012
H 0.613 -0.497 2.259 0.082
H -0.331 -1.633 3.176 0.067
H -0.287 0.014 3.511 0.052
H -2.111 0.216 1.972 0.122
H -0.641 -1.837 -2.230 0.088
H 0.742 -0.938 -3.791 0.093
H 1.719 1.408 -3.583 0.127
H 0.953 2.808 -1.552 0.132
H -0.421 1.640 0.194 0.090
```

Calculated values
LUMO (alpha / beta) in eV: -0.973 / -0.973
Total charge: 0
HOMO energy (alpha / beta) in eV: -8.444 / -8.443
Kohn-Sham gap (alpha / beta) in eV: 7.47 / 7.47



## Q
The molecule C11H9ClO, computed with ωB97M-V/def2-TZVPD.

```
22
Properties=species:S:1:pos:R:3:lowdin_charge:R:1
C 1.697 -0.619 -2.575 -0.087
C 1.098 -1.647 -1.860 -0.064
C 1.512 0.720 -2.212 -0.061
C 0.202 -1.387 -0.808 -0.040
C 0.649 0.928 -1.140 -0.047
C -0.012 -0.105 -0.501 -0.228
C -0.866 0.334 0.669 -0.128
C -1.571 2.725 0.494 -0.315
C -1.955 1.386 0.139 -0.552
C -0.924 -0.116 1.941 -0.087
C 0.052 -1.039 2.691 -0.077
O -2.831 1.055 -0.622 0.098
Cl -2.180 3.285 1.983 0.682
H 2.413 -0.923 -3.281 0.082
H 1.340 -2.710 -1.916 0.107
H 2.057 1.612 -2.643 0.126
H -0.243 -2.194 -0.252 0.118
H 0.282 2.013 -0.997 0.123
H -1.732 0.415 2.535 0.109
H -0.306 -2.087 2.438 0.097
H 0.302 -0.676 3.709 0.082
H 1.017 -0.968 2.207 0.060
```

Calculated values
LUMO in eV: -1.292
Total charge: 0
HOMO energy in eV: -8.974
Kohn-Sham gap in eV: 7.68



Which structure loses on stability? Q does.



## P
The ion C4H13N3 with charge +2, computed with ωB97M-V/def2-TZVPD.

```
20
Properties=species:S:1:pos:R:3:lowdin_charge:R:1
N -0.154 0.914 -1.721 0.124
C -0.288 -0.146 -0.875 -0.378
C -1.318 -0.992 -0.964 -0.049
N -2.760 -0.578 -1.136 0.213
C 0.929 -0.476 0.016 -0.117
C 0.859 0.195 1.382 -0.134
N 2.083 0.788 2.121 0.190
H 0.563 1.605 -1.554 0.107
H -0.391 0.766 -2.766 0.185
H -1.088 -2.039 -1.026 0.129
H -2.876 0.348 -1.550 0.167
H -3.249 -0.604 -0.214 0.188
H -3.254 -1.310 -1.674 0.183
H 1.854 0.056 -0.640 0.177
H 1.256 -1.615 -0.023 0.176
H 0.478 -0.606 2.056 0.148
H 0.170 0.999 1.441 0.117
H 2.441 -0.009 2.802 0.233
H 2.917 1.126 1.617 0.177
H 1.829 1.577 2.711 0.166
```

Calculated values
LUMO in eV: -6.890
Total charge: +2
HOMO energy in eV: -16.356
Kohn-Sham gap in eV: 9.47



## Q
A cluster of 2 separate species, C4H13N3 in total, computed with ωB97M-V/def2-TZVPD.

```
20
Properties=species:S:1:pos:R:3:lowdin_charge:R:1
C 0.887 0.636 -0.600 0.194
C -0.560 0.632 -0.285 -0.152
C -0.565 -0.706 0.462 -0.212
C 0.569 -1.017 1.177 -0.146
N 0.740 -2.294 1.586 0.156
N -1.892 -1.148 1.003 0.264
N 0.880 2.309 -2.401 0.135
H 1.337 -0.040 -1.315 0.115
H 1.635 1.187 -0.038 0.116
H -1.103 0.635 -1.232 0.146
H -0.912 1.422 0.381 0.142
H 1.051 -0.340 1.889 0.171
H 0.802 -3.107 0.987 0.140
H 1.010 -2.504 2.539 0.136
H -2.392 -1.956 0.611 0.190
H -1.734 -1.355 1.995 0.180
H -2.473 -0.309 0.931 0.178
H 1.569 2.907 -1.954 0.077
H 0.026 2.862 -2.356 0.081
H 1.127 2.187 -3.379 0.089
```

Calculated values
LUMO in eV: -9.736
Total charge: +2
HOMO energy in eV: -17.122
Kohn-Sham gap in eV: 7.39



Which structure loses on stability? Q does.



## P
A cluster of 2 separate species, C4H2O in total, computed with ωB97M-V/def2-TZVPD.

```
7
Properties=species:S:1:pos:R:3:lowdin_charge:R:1
C -2.345 0.273 -0.087 0.061
C 1.126 -0.265 -0.239 -0.084
C 2.396 -0.345 -0.182 -0.166
C -0.188 -0.182 -0.180 0.184
O 3.557 -0.273 0.014 0.209
H -2.312 1.321 0.055 -0.093
H -2.233 -0.528 0.619 -0.112
```

Calculated values
LUMO (alpha / beta) in eV: -1.561 / -1.561
Total charge: 0
HOMO energy (alpha / beta) in eV: -8.086 / -8.087
Kohn-Sham gap (alpha / beta) in eV: 6.53 / 6.53



## Q
The molecule C4H2O, computed with ωB97M-V/def2-TZVPD.

```
7
Properties=species:S:1:pos:R:3:lowdin_charge:R:1
C 1.265 0.099 0.308 -0.261
C 2.395 -0.358 0.022 0.151
C -0.967 -0.396 0.132 -0.328
C 0.111 0.591 -0.061 -0.042
O -2.111 -0.200 -0.008 0.108
H -0.525 -1.482 0.154 0.156
H -0.167 1.746 -0.547 0.216
```

Calculated values
LUMO in eV: -2.509
Total charge: 0
HOMO energy in eV: -10.618
Kohn-Sham gap in eV: 8.11



## R
A cluster of 2 separate species, C4H2O in total, computed with ωB97M-V/def2-TZVPD.

```
7
Properties=species:S:1:pos:R:3:lowdin_charge:R:1
C -2.005 0.278 0.149 -0.362
C -2.659 -0.484 -0.609 0.195
C 1.599 -0.355 0.057 -0.191
C -1.452 1.387 0.410 0.177
O 1.480 -1.512 -0.099 0.013
H 2.413 0.424 -0.370 0.117
H 0.623 0.261 0.463 0.051
```

Calculated values
LUMO in eV: -2.188
Total charge: 0
HOMO energy in eV: -10.206
Kohn-Sham gap in eV: 8.02



Which structure loses on stability? R does.



## P
A cluster of 2 separate species, ClH3N2OS in total, computed with ωB97M-V/def2-TZVPD.

```
8
Properties=species:S:1:pos:R:3:lowdin_charge:R:1
N 0.623 0.485 1.578 -0.175
S 0.916 -0.425 0.377 0.618
N 1.269 0.184 -0.973 -0.204
O 0.800 -1.800 0.549 -0.310
H 0.773 1.361 1.145 -0.011
H 1.183 -0.452 -1.752 0.021
Cl -2.612 0.134 0.137 0.281
H -2.952 0.512 -1.061 -0.219
```

Calculated values
LUMO in eV: 0.219
Total charge: 0
HOMO energy in eV: -10.784
Kohn-Sham gap in eV: 11.00



## Q
The molecule ClH3N2OS, computed with ωB97M-V/def2-TZVPD.

```
8
Properties=species:S:1:pos:R:3:lowdin_charge:R:1
N -0.135 -0.801 -1.246 -0.225
S 0.495 -0.243 0.015 0.405
N -0.933 0.960 0.564 -0.080
O 1.005 -1.139 1.011 -0.374
Cl 1.952 1.261 -0.345 0.253
H 0.376 -1.565 -1.477 -0.037
H -0.935 0.771 1.500 -0.033
H -1.825 0.756 -0.020 0.092
```

Calculated values
LUMO in eV: -0.749
Total charge: 0
HOMO energy in eV: -10.508
Kohn-Sham gap in eV: 9.76



Which structure loses on stability? Q does.



## P
A cluster of 2 separate species, ClH3N2OS in total, computed with ωB97M-V/def2-TZVPD.

```
8
Properties=species:S:1:pos:R:3:lowdin_charge:R:1
N 1.428 -0.521 0.577 -0.395
N -0.968 0.693 -0.838 -0.309
O -2.484 0.290 1.070 -0.485
S -1.429 1.091 0.529 0.844
Cl 2.604 0.446 -0.455 0.367
H 0.560 -0.318 0.074 -0.114
H -1.224 -0.076 -1.411 0.022
H 1.513 -1.605 0.455 0.070
```

Calculated values
LUMO in eV: -0.831
Total charge: 0
HOMO energy in eV: -10.134
Kohn-Sham gap in eV: 9.30



## Q
A cluster of 2 separate species, ClH3N2OS in total, computed with ωB97M-V/def2-TZVPD.

```
8
Properties=species:S:1:pos:R:3:lowdin_charge:R:1
N -1.461 1.282 1.007 0.079
N -0.117 -1.187 -0.426 -0.222
O 0.855 1.027 -0.854 -0.516
S 0.658 0.175 0.258 0.451
Cl 2.535 -0.719 0.526 0.178
H -1.211 2.216 0.689 -0.067
H -0.431 -1.105 -1.345 0.022
H -0.829 -1.689 0.145 0.074
```

Calculated values
LUMO (alpha / beta) in eV: -2.066 / -1.721
Total charge: 0
HOMO energy (alpha / beta) in eV: -10.057 / -9.919
Kohn-Sham gap (alpha / beta) in eV: 7.99 / 8.20



Which structure loses on stability? Q does.



## P
A cluster of 2 separate species, CH3NO2P2 in total, computed with ωB97M-V/def2-TZVPD.

```
9
Properties=species:S:1:pos:R:3:lowdin_charge:R:1
N 0.827 -0.480 0.095 0.042
C -0.270 -0.431 0.432 -0.413
P -1.837 -0.160 1.210 0.831
O -2.198 1.404 0.766 -0.368
H -2.612 -0.609 0.156 -0.054
H -2.842 1.862 1.264 0.019
O 2.825 -0.397 -2.495 -0.603
P 3.074 -1.126 -1.256 0.685
H 3.033 -0.063 -0.172 -0.138
```

Calculated values
LUMO in eV: -0.396
Total charge: 0
HOMO energy in eV: -8.872
Kohn-Sham gap in eV: 8.48



## Q
The molecule CH3NO2P2, computed with ωB97M-V/def2-TZVPD.

```
9
Properties=species:S:1:pos:R:3:lowdin_charge:R:1
C 0.282 -1.294 0.517 -0.281
N -1.091 -0.946 0.484 -0.384
P -1.823 0.429 0.338 0.919
O -0.493 1.443 -0.214 -0.730
P 0.119 1.818 -1.627 0.671
O 0.680 3.062 -1.281 -0.428
H 1.047 -0.528 0.653 0.053
H 0.474 -2.006 1.371 0.080
H 0.806 -1.977 -0.242 0.099
```

Calculated values
LUMO in eV: -0.712
Total charge: 0
HOMO energy in eV: -10.173
Kohn-Sham gap in eV: 9.46



Which structure loses on stability? P does.